Density functional theory data (the ωB97M-V functional and the def2-TZVPD basis) for a cluster of 16 separate species, C72H186N10O26 in total in a non-equilibrium geometry.

Atoms and positions in Å:
C: -25.699880 -9.028926 30.040964
O: -26.469973 -10.111911 30.700750
C: -27.729008 -9.700963 31.262165
C: -28.781537 -10.607582 30.714362
N: -28.268434 -11.979239 30.692418
C: -29.159277 -13.009849 30.197186
C: -28.434695 -14.291562 29.669319
O: -27.879092 -13.873003 28.436565
C: -27.865480 -14.898521 27.459086
H: -24.694363 -9.382860 29.863516
H: -25.637592 -8.129324 30.657755
H: -26.080673 -8.795660 29.082544
H: -27.961791 -8.689218 30.976908
H: -27.731975 -9.813339 32.341188
H: -29.007493 -10.360173 29.673066
H: -29.657425 -10.698447 31.319921
H: -27.465151 -12.006006 30.097898
H: -29.731118 -12.591249 29.374053
H: -29.846049 -13.207664 31.014686
H: -29.150893 -15.110935 29.636158
H: -27.643315 -14.506314 30.452399
H: -28.835625 -15.068472 27.078403
H: -27.423423 -15.856654 27.873754
H: -27.151847 -14.600934 26.692594
C: -25.280985 -20.691333 16.042627
O: -25.971488 -19.469485 16.418070
C: -25.892626 -18.557841 15.272301
C: -26.729520 -17.306682 15.619711
N: -26.099397 -16.796381 16.845499
C: -26.888629 -15.681949 17.360335
C: -26.612403 -15.421842 18.866256
O: -26.887991 -16.619578 19.521281
C: -26.652548 -16.709497 20.919743
H: -25.787943 -21.416210 15.416760
H: -25.186840 -21.218633 16.973600
H: -24.253921 -20.530545 15.664106
H: -26.290675 -19.151373 14.447769
H: -24.848411 -18.226443 15.214954
H: -27.810518 -17.539599 15.853301
H: -26.648332 -16.584950 14.790182
H: -26.111289 -17.538565 17.534602
H: -27.918474 -15.975260 17.266158
H: -26.705174 -14.771738 16.771687
H: -27.297517 -14.673878 19.237991
H: -25.622937 -15.146013 19.051874
H: -26.109224 -15.870366 21.330741
H: -26.022166 -17.551597 21.126523
H: -27.595134 -16.649599 21.452122
C: -35.281810 -15.526043 17.809311
O: -34.298985 -16.470587 17.471836
C: -33.244306 -15.812794 16.871222
C: -32.186016 -16.721274 16.373816
N: -31.532113 -17.421827 17.507493
C: -30.463044 -18.348141 16.979934
C: -29.843776 -19.239077 18.037113
O: -30.836505 -19.977499 18.728851
C: -30.187125 -20.832384 19.578294
H: -34.928897 -14.772960 18.520349
H: -36.120739 -16.056303 18.252338
H: -35.521951 -14.906492 16.938134
H: -32.809639 -15.087772 17.590816
H: -33.643874 -15.379545 15.935748
H: -31.487126 -16.207872 15.739995
H: -32.666958 -17.416621 15.612646
H: -32.216919 -18.042204 17.913151
H: -29.654666 -17.664859 16.607259
H: -30.810918 -19.043094 16.157357
H: -29.304750 -18.508027 18.761261
H: -29.026676 -19.815883 17.644634
H: -29.479900 -20.306354 20.265330
H: -29.606752 -21.616407 19.077520
H: -30.813761 -21.367560 20.267223
C: -29.626866 -6.920184 19.317005
O: -29.011473 -8.114354 19.746203
C: -29.732182 -9.268662 19.267663
C: -29.135627 -10.477023 19.924945
N: -27.707706 -10.460323 19.758419
C: -27.147235 -11.588227 20.484906
C: -25.653299 -11.655688 20.288362
O: -25.200893 -12.303873 19.032539
C: -25.247626 -11.462284 17.900272
H: -29.230300 -6.012721 19.845713
H: -30.665980 -6.970531 19.544359
H: -29.589250 -6.965497 18.237260
H: -29.683713 -9.248264 18.192009
H: -30.754986 -9.124867 19.615635
H: -29.600224 -11.302789 19.425695
H: -29.419753 -10.478234 20.974944
H: -27.395821 -9.593293 20.161680
H: -27.710614 -12.463766 20.194772
H: -27.372551 -11.519038 21.569959
H: -25.227355 -12.322716 21.026977
H: -25.190163 -10.638156 20.228666
H: -24.970115 -12.077079 16.992130
H: -24.608864 -10.569587 18.044921
H: -26.263180 -11.167405 17.794557
C: -28.808463 -6.450364 13.172025
O: -27.731946 -7.313608 12.954098
C: -28.128883 -8.676973 13.161428
C: -27.606305 -9.229666 14.562896
N: -28.364083 -10.423134 14.881756
C: -29.717022 -10.058787 15.382386
C: -30.361508 -11.259383 16.130345
O: -29.327396 -11.770195 16.944521
C: -29.691807 -12.988155 17.606606
H: -29.331243 -6.575341 14.120665
H: -29.548928 -6.550224 12.376904
H: -28.375376 -5.473633 13.195126
H: -27.807301 -9.231064 12.297613
H: -29.205827 -8.672464 13.145132
H: -27.629781 -8.422812 15.346486
H: -26.569333 -9.496622 14.375869
H: -27.912709 -11.007026 15.586583
H: -30.376871 -9.764957 14.631859
H: -29.671628 -9.264975 16.141007
H: -30.689219 -12.074567 15.464972
H: -31.183835 -10.897073 16.741540
H: -30.709078 -12.865358 18.070594
H: -29.057571 -13.309718 18.402508
H: -29.647903 -13.819976 16.890317
C: -34.313001 -6.263672 26.859907
O: -33.727582 -7.471028 27.411824
C: -34.802624 -8.209036 27.977887
C: -34.308906 -9.618662 28.411520
N: -34.264362 -10.451329 27.266335
C: -33.767607 -11.855116 27.668961
C: -32.787295 -12.489639 26.658802
O: -31.601607 -11.765240 26.898748
C: -30.524444 -12.342373 26.162462
H: -34.732278 -5.587021 27.664790
H: -35.166464 -6.460317 26.170277
H: -33.519274 -5.653216 26.445531
H: -35.699296 -8.346451 27.332577
H: -35.178649 -7.644234 28.851393
H: -35.021751 -10.093262 29.126136
H: -33.342607 -9.493952 28.996880
H: -33.597584 -10.076153 26.605090
H: -34.649884 -12.469349 27.706969
H: -33.318705 -11.754819 28.669408
H: -33.117300 -12.537015 25.578830
H: -32.535949 -13.471560 27.105709
H: -29.912937 -13.081532 26.710819
H: -29.811578 -11.626686 25.816313
H: -30.904235 -12.908181 25.307698
C: -23.567582 -17.864038 25.164622
O: -24.575694 -17.804083 26.164662
C: -25.293305 -19.005714 26.281927
C: -25.792782 -19.132239 27.740736
N: -24.657201 -19.530174 28.631286
C: -25.029961 -20.141572 29.888819
C: -23.852320 -20.438568 30.788978
O: -23.293188 -19.140899 31.122200
C: -22.333308 -19.183583 32.101943
H: -23.938111 -17.955288 24.105422
H: -22.882492 -18.684329 25.267222
H: -23.199245 -16.839857 25.214807
H: -24.612654 -19.846017 26.126071
H: -26.182267 -19.035991 25.560032
H: -26.583181 -19.894955 28.015992
H: -26.244193 -18.151726 28.057934
H: -24.006995 -18.791243 28.766385
H: -25.482754 -21.106104 29.588623
H: -25.837061 -19.609081 30.449168
H: -23.084481 -21.071952 30.325607
H: -24.294644 -20.848536 31.700078
H: -21.894513 -18.207640 32.257595
H: -21.427452 -19.785759 31.811833
H: -22.708077 -19.593425 33.069810
C: -34.318230 -11.824272 22.688523
O: -33.134997 -11.306618 23.389226
C: -32.230058 -10.668302 22.499911
C: -31.883386 -9.257437 22.958930
N: -31.166900 -9.313312 24.284920
C: -31.284980 -8.105264 25.011998
C: -30.700890 -6.838428 24.426920
O: -31.622964 -6.297845 23.501749
C: -31.032341 -5.175266 22.798496
H: -35.133090 -11.961848 23.389683
H: -34.140599 -12.769829 22.158468
H: -34.546856 -10.959701 22.022888
H: -32.749243 -10.646996 21.528341
H: -31.275877 -11.211073 22.444249
H: -32.764746 -8.563994 22.956556
H: -31.150209 -8.727294 22.307897
H: -31.656153 -9.991158 24.830874
H: -30.743367 -8.408197 25.965144
H: -32.289774 -7.796283 25.247289
H: -29.740142 -7.061048 23.956226
H: -30.562735 -6.174270 25.296055
H: -30.102605 -5.586251 22.315343
H: -30.707794 -4.367057 23.504859
H: -31.715117 -4.799724 22.086214
C: -20.967809 -11.750131 23.755883
O: -22.202819 -11.607283 24.367585
C: -22.934406 -10.578936 23.739825
C: -24.199233 -10.357459 24.657132
N: -23.743291 -9.862888 25.945755
C: -24.649706 -9.843195 27.019578
C: -25.141082 -11.183421 27.624484
O: -24.076569 -11.892420 28.176110
C: -24.502518 -12.743695 29.247222
H: -20.347737 -10.911076 24.006036
H: -21.054546 -11.969838 22.668263
H: -20.424137 -12.580891 24.141263
H: -23.208754 -10.939163 22.701442
H: -22.267625 -9.683690 23.649499
H: -24.714760 -11.341859 24.746870
H: -24.879283 -9.627887 24.197399
H: -22.863754 -10.233652 26.217695
H: -25.481877 -9.185725 26.744192
H: -24.116136 -9.331265 27.867751
H: -25.632634 -11.756431 26.878006
H: -25.889962 -10.887936 28.351231
H: -24.978532 -12.155325 30.017041
H: -23.702453 -13.336831 29.724333
H: -25.211969 -13.460497 28.974455
C: -24.387495 -14.303068 22.707631
O: -25.634425 -13.724615 22.876313
C: -26.290628 -14.006604 24.075805
C: -27.690628 -13.459082 23.972443
N: -28.374013 -14.197275 22.940147
C: -29.516928 -13.504558 22.451361
C: -30.257701 -14.354015 21.408965
O: -29.466343 -14.702330 20.355522
C: -30.080949 -15.663935 19.487392
H: -24.229889 -14.471026 21.615868
H: -24.252879 -15.285733 23.220654
H: -23.577705 -13.641725 23.031116
H: -25.751577 -13.634221 24.975811
H: -26.354291 -15.118724 24.169289
H: -27.594746 -12.318624 23.749123
H: -28.264480 -13.494486 24.903394
H: -27.700580 -14.188780 22.235014
H: -29.301367 -12.479220 22.098823
H: -30.245592 -13.482762 23.302392
H: -31.157412 -13.782843 21.088866
H: -30.541481 -15.326298 21.856210
H: -30.018335 -16.702409 19.904983
H: -29.552725 -15.682667 18.563119
H: -31.132758 -15.514576 19.354197
C: -31.257312 -16.826485 25.921909
C: -32.159752 -16.493095 24.775737
O: -31.929006 -15.162155 24.236481
H: -31.598336 -16.234927 26.776760
H: -30.211006 -16.628185 25.637424
H: -31.319446 -17.886911 26.228659
H: -33.132293 -16.505958 25.155558
H: -32.082767 -17.244777 23.947508
H: -32.314060 -15.282833 23.374075
C: -28.538457 -19.018954 23.650913
C: -29.509283 -18.655177 22.506479
O: -30.553005 -19.632410 22.320527
H: -28.955736 -18.837164 24.690024
H: -27.570787 -18.520726 23.623847
H: -28.316479 -20.089639 23.498027
H: -28.918806 -18.708233 21.586539
H: -29.887200 -17.634706 22.551120
H: -31.290521 -19.213435 21.870137
C: -34.025063 -19.003746 21.299202
C: -34.013822 -17.500493 21.162949
O: -32.748870 -16.771987 21.357750
H: -33.357417 -19.442385 20.530408
H: -35.057132 -19.267104 21.082410
H: -33.693585 -19.453869 22.264501
H: -34.765866 -17.106614 21.921194
H: -34.366212 -17.236894 20.163317
H: -32.201807 -16.598258 20.591131
C: -21.905446 -13.962967 26.565501
C: -20.907842 -12.971007 27.188069
O: -19.537859 -13.442902 27.151340
H: -22.010234 -14.852970 27.151374
H: -21.647882 -14.276734 25.566077
H: -22.895808 -13.482239 26.492069
H: -21.097507 -12.777722 28.219644
H: -20.963059 -12.038789 26.645906
H: -18.985159 -12.681716 26.938014
C: -23.083028 -14.483277 17.149797
C: -22.276137 -14.277303 18.456466
O: -21.139152 -15.126540 18.380259
H: -23.599445 -15.442788 17.109338
H: -22.525450 -14.226692 16.239379
H: -23.916686 -13.780454 17.168703
H: -22.818680 -14.523499 19.346860
H: -21.776179 -13.287434 18.492608
H: -21.479930 -16.046441 18.400930
C: -27.690277 -8.423077 24.634536
C: -27.844427 -9.106856 23.231461
O: -28.621322 -10.271474 23.419436
H: -28.669271 -8.478410 25.165675
H: -27.344307 -7.393576 24.562289
H: -26.996489 -9.032262 25.265459
H: -26.864913 -9.459716 22.911292
H: -28.281023 -8.403934 22.491469
H: -29.479618 -10.065581 23.758133

Atomic forces in eV per Å
C -0.4430 -1.1318 1.8098
O 0.8920 1.8022 -0.5551
C 0.4393 -0.4524 -0.2933
C 0.3465 -2.0335 -1.2682
N 1.0287 -0.7396 0.4138
C -0.3795 0.0665 0.2068
C 0.1785 2.3925 1.9453
O 0.0570 -0.8592 -0.0352
C 2.2862 -0.7076 1.0864
H 0.1956 -0.3795 0.3262
H -0.1827 -0.1036 0.0988
H -0.8743 0.3399 -0.9515
H -0.0043 0.6026 0.0774
H 0.4460 0.1520 0.2875
H -0.5097 0.5374 -0.0454
H -0.8309 0.7424 0.3511
H 0.6851 0.2512 -0.1781
H -0.5027 -0.1877 -0.4999
H -0.3328 -0.5441 0.0424
H 0.0597 -0.1309 -0.4650
H -0.5083 -0.2001 -1.0321
H -1.1433 -0.3131 -0.6079
H -0.6431 0.8105 -0.2676
H -0.2837 0.1542 -0.2177
C 0.3582 0.5320 1.4563
O 0.6902 -0.6803 -1.8310
C -1.1147 -0.1686 1.4718
C 0.5880 -1.0295 0.7286
N -0.1644 0.8529 -0.4790
C 1.0330 0.0738 0.9926
C -1.5589 -0.4722 -1.1945
O -0.1802 -1.5279 0.4174
C -0.1656 1.1831 -0.4679
H -0.6408 0.4919 -0.7061
H 0.2741 -0.2699 0.5895
H -0.5102 0.2784 -0.0030
H 0.3199 0.4988 -0.5121
H -0.1583 -0.2235 -0.5929
H 0.8791 -0.0032 -0.7170
H -0.1470 -0.1220 0.3738
H -0.0329 -0.0541 0.0421
H -1.0325 0.2483 0.0200
H -0.0485 -0.1555 0.1538
H -0.0960 0.6705 0.0114
H 1.8011 0.7756 0.1186
H 0.3862 0.6601 -0.2705
H -0.1416 -0.8772 0.1604
H -0.2603 -0.6133 0.1879
C -0.0204 0.3451 0.1422
O -0.4863 -0.6464 0.7476
C 0.4867 0.9918 -0.9630
C -0.4284 -2.2819 0.0895
N 0.8753 -1.0725 -1.5095
C -0.0981 0.3194 -0.4851
C 0.1552 3.0263 1.5228
O 0.0598 0.6326 -1.0741
C 1.8049 -1.0994 1.8443
H 0.2992 -0.2002 0.4166
H -0.1645 0.1124 -0.2780
H -0.5461 -0.3766 -0.1872
H -0.1979 0.1168 -0.5466
H 0.1617 0.8275 0.4197
H 0.6939 0.6421 0.2079
H 0.3280 0.2169 0.9432
H -0.4000 0.0015 0.2439
H -0.6444 -0.8214 0.0211
H 0.0261 0.9830 0.4408
H -0.7981 -1.1580 -0.5848
H 0.1214 -0.7980 -0.4676
H -0.3285 -0.1270 -0.6425
H 0.0424 0.1508 -0.4328
H -0.9769 0.0357 0.0260
C 0.4351 -0.2939 0.3314
O 0.1538 -0.0744 0.6503
C 0.3083 1.5253 1.2050
C -0.3304 1.0516 -0.4935
N -0.2996 -0.6891 -0.1682
C 0.1650 0.8286 0.4980
C 0.8894 -0.7526 -1.9301
O -0.2095 -0.0211 1.0620
C 0.3131 -0.7474 -0.3179
H 0.1217 -0.9812 -0.8870
H -1.2185 0.1051 0.4462
H 0.3265 1.0175 -0.5685
H 0.0321 -0.3827 -0.5381
H -0.4568 -0.2605 -0.2319
H 0.0111 -0.8725 -0.0924
H -0.1630 -0.0807 0.3872
H 0.3470 0.3122 0.0803
H 0.3320 -0.6504 -0.4611
H 0.3237 0.1383 -0.1317
H 0.2185 0.4031 0.3753
H -0.3884 -0.5859 0.7132
H 0.0191 0.8401 1.0533
H -0.0663 -0.3390 -0.3085
H -0.9178 0.7174 -0.4925
C 0.0319 0.1986 -0.0912
O 0.0687 -0.8829 0.3605
C 0.3739 0.9796 1.4253
C -0.1904 0.4456 -1.6435
N -1.1001 0.3685 0.3802
C 1.2199 -1.8157 1.9683
C 1.2685 0.0287 -0.6954
O 0.1751 -0.7907 1.2399
C -1.3256 0.3668 -0.8006
H 0.0875 -0.3806 0.3151
H -0.1111 0.1750 -0.1594
H -0.0096 0.8487 -0.2245
H 0.4723 -0.6063 -0.0305
H -0.5672 -0.3812 0.0908
H -0.1663 -0.4890 -0.6310
H 0.1843 -0.0525 0.3110
H -0.1501 0.3864 -0.1913
H -0.9157 0.6033 -1.5125
H 0.1908 0.2258 -0.2105
H -0.1605 0.3694 -0.0956
H -0.3895 -0.0311 0.1017
H 0.6035 -0.3556 -0.5322
H 0.9462 0.5942 0.5384
H -0.5225 0.0964 -0.1013
C -0.1769 0.4084 1.1991
O -1.6338 0.8281 -0.9653
C -0.2471 -0.8814 1.5075
C -0.3515 1.5276 1.1681
N 1.2151 -2.4031 -0.4137
C -0.7272 1.4640 -1.4105
C -0.2797 0.0699 2.0564
O 1.3428 0.5060 -1.3966
C -0.0369 -1.1081 -0.0277
H 0.2429 -0.9329 -0.3630
H 0.8712 -0.0627 0.1511
H 0.1156 -0.2845 -0.5879
H 0.7809 0.1753 -0.2129
H 0.1723 -0.1837 -0.0371
H 0.2303 0.6103 -0.3441
H -0.6591 -0.1682 -0.6999
H 0.1639 0.0855 -0.1021
H -0.4342 -0.3985 0.3125
H 0.1538 -0.4467 -0.4060
H 0.3786 0.1480 1.1535
H -0.7231 -0.2915 -0.8108
H -0.4975 0.2276 0.4921
H 0.2171 0.9669 -0.2036
H -0.0801 0.2229 -0.1601
C -1.3487 1.4353 -1.0283
O 0.1213 -0.5029 -0.3459
C -1.6626 -0.6653 0.4401
C 0.1695 -0.0435 1.5757
N -0.6229 -0.0429 -0.7919
C -0.8478 -0.7662 -0.8011
C -0.3541 1.7447 0.2416
O -0.7650 -0.5814 -0.8599
C 1.7092 -1.0380 0.8875
H -0.3688 -0.0825 0.8174
H 0.6763 -0.1541 0.6200
H 0.9939 -0.3592 -0.0480
H -0.1747 -0.1630 -0.2913
H 1.1629 -0.0112 0.7229
H 0.6698 0.6241 -1.2559
H 0.3722 -0.5643 -0.2921
H 0.4008 0.7702 0.1281
H 0.0685 0.1104 0.4244
H 0.6324 0.0186 -0.1085
H -0.2192 0.0118 0.1439
H 0.4250 -0.4558 0.1167
H -0.4045 0.5013 0.1001
H -0.7793 0.0046 0.0819
H 0.1147 0.2759 -0.4871
C 1.1021 1.7310 0.1184
O -0.7331 -0.8377 0.0444
C 0.0304 0.3815 -0.3577
C 0.4800 0.9344 0.3899
N -1.1633 -0.5667 -2.5566
C 1.2508 0.5251 2.1341
C 0.0787 -0.6007 0.3518
O 0.3293 1.1701 -0.4610
C 1.7655 -1.4280 1.5222
H 0.1055 0.0445 0.3079
H 0.2216 0.3310 -0.0230
H -0.5715 -1.1022 -0.0289
H 0.7609 0.1909 -0.0733
H -0.3061 -0.2923 -0.1580
H 0.3927 -0.7175 0.3707
H -0.5275 -0.7319 -0.1969
H -0.2507 -0.8281 0.4821
H -0.7239 1.1582 -0.6202
H -0.8165 -0.3436 0.3556
H 0.0837 0.3208 -0.1496
H 0.1827 0.2147 -0.3820
H -0.7201 0.6714 0.0657
H -0.3869 -0.5804 -0.4436
H -0.7844 0.2721 -0.7111
C 0.3347 -0.5727 -0.8141
O -0.3563 -0.2740 0.2200
C -1.1135 -0.0530 0.0045
C 1.2118 -0.4071 -0.5050
N 0.3145 0.4553 -1.3817
C 0.1462 0.2631 1.8729
C -0.0214 1.6480 -0.4432
O 0.5771 -0.6991 0.8708
C 1.0357 0.6612 0.6567
H 0.4444 0.9025 -0.4966
H 0.0510 0.6197 0.3738
H 0.0418 -0.9760 0.6826
H 0.0042 0.5712 0.8937
H -0.7725 -0.3118 0.1129
H 0.1329 0.4277 -0.2732
H 0.0796 -0.1784 0.0520
H 0.6551 -0.5946 0.0141
H -0.2493 -0.3024 0.2013
H -0.4862 -0.2935 -0.7395
H -0.6405 -0.8339 -0.8643
H -0.2059 -0.2963 0.4661
H -0.0779 0.4266 0.4311
H 0.2520 0.7257 -0.6041
H -1.3423 -1.1288 -1.0816
C 1.2859 -0.8053 -0.7726
O -0.4190 0.5422 -0.3712
C -0.1283 -1.1382 1.2945
C 0.2654 2.1798 0.3134
N -0.1396 0.0503 0.9492
C -1.9240 -0.5005 0.2326
C -0.7928 0.0795 1.5688
O 0.9461 -0.2927 -2.3556
C 0.7483 -0.8209 1.7556
H -0.1549 0.0660 0.6509
H -0.3513 0.5558 -0.2074
H -0.0253 0.0574 0.2759
H -0.1230 0.0597 -0.4960
H 0.0474 0.4506 0.1640
H -0.2226 -1.6617 0.1540
H 0.2734 -0.2672 0.1110
H 1.1579 -0.5175 -1.8888
H -0.1612 -0.2783 0.0713
H 0.4279 0.4671 -0.6265
H 0.1055 -0.3309 0.0086
H -0.4213 0.5605 0.4994
H 0.2327 0.6548 -0.0100
H 0.2120 0.1403 -0.6886
H -0.6673 0.7363 -0.3672
C 0.6372 -0.0693 0.1979
C 1.0362 -0.3754 -1.2631
O 0.1928 -1.0664 0.7424
H 0.5617 0.0881 0.0656
H -0.2829 0.1022 0.3656
H -0.1535 0.4073 -0.3437
H -1.9148 -0.2040 0.3819
H 0.0383 0.5785 0.6017
H -0.1249 0.4928 -0.8778
C -1.1403 -0.6056 0.6743
C 0.8032 -0.2291 -0.6027
O 0.2952 0.3374 1.0956
H 0.2725 -0.3907 -1.2327
H -0.1690 0.3949 -0.4103
H -0.1307 0.2719 0.4505
H 0.2271 0.2623 -0.0802
H -0.2546 0.0507 0.3460
H -0.0294 0.2123 -0.0387
C 1.3849 -0.4770 -0.2688
C -0.0036 1.4225 0.5002
O -0.9284 -0.7613 1.4568
H -0.4629 0.0262 0.1749
H -0.0290 -0.4544 0.0565
H -0.4276 0.7177 -0.4347
H 1.1603 -0.0094 -0.8671
H -0.1832 -0.0688 0.0568
H -0.4391 -0.4402 -0.6322
C -0.1547 0.9015 0.2981
C 0.4324 -0.6744 -0.8359
O -0.2192 0.0138 -0.4471
H 0.0032 -0.5512 0.5235
H 0.4214 0.1043 -0.3947
H 0.3983 -0.0875 0.1866
H -0.7170 0.1361 0.7561
H -0.1545 0.3857 -0.1801
H -0.0715 -0.2705 0.0909
C -0.7857 1.2738 0.8829
C 1.1683 -0.0258 -2.1714
O 0.2318 -1.5550 0.4209
H 0.4644 -0.3058 -0.1278
H 0.1627 -0.4741 0.4024
H -0.1095 0.1326 0.0218
H -0.6744 0.3247 0.5011
H -0.9720 -0.2481 0.1807
H 0.4869 0.7740 -0.0911
C -0.1477 -1.0788 0.0003
C -0.3671 0.4783 1.6556
O 1.5469 -0.8479 -1.2041
H 0.7069 0.2802 -0.4621
H 0.0643 0.0526 0.1221
H -0.3981 0.5720 -0.5934
H 0.0223 0.1675 -0.3409
H 0.1856 -0.3886 0.1775
H -1.4327 0.8019 0.6632

Computed properties:
Kohn-Sham gap	0.3113	Ha
ΔE to the lowest compared entry with this formula, charge and spin	41.1	kcal/mol
E_LUMO	0.231	eV
total charge	0
molar mass	1608.3	g mol⁻¹